No. 1
Here is a molecular structure, C16H16N5O2PdS from OMol25. Energies are from the ωB97M-V functional and the def2-TZVPD basis.

Last column: Löwdin charge in e.
CARTESIAN COORDINATES (ANGSTROEM)
Pd: 1.038 -0.585 -0.072  0.98
N: -2.882 0.889 -0.204  0.10
C: -3.002 2.238 0.022  -0.27
C: -4.240 2.882 -0.100  -0.05
C: -4.379 4.232 0.181  -0.13
C: -3.272 4.976 0.580  -0.14
C: -2.040 4.344 0.686  -0.14
C: -1.890 2.984 0.427  -0.49
S: -0.329 2.258 0.688  0.93
N: -0.443 0.777 -0.174  -0.45
C: -1.680 0.163 -0.370  -0.39
C: -1.697 -1.113 -0.782  -0.26
C: -2.831 -1.863 -1.313  -0.07
C: -2.668 -3.074 -1.869  -0.14
C: -1.333 -3.643 -1.980  -0.14
C: -0.305 -2.931 -1.450  -0.23
N: -0.423 -1.767 -0.771  -0.11
H: -3.720 0.399 -0.455  0.11
H: -5.101 2.302 -0.416  0.10
H: -5.350 4.703 0.081  0.09
H: -3.363 6.032 0.799  0.08
H: -1.166 4.913 0.991  0.10
H: -3.821 -1.421 -1.313  0.08
H: -3.521 -3.601 -2.280  0.08
H: -1.143 -4.585 -2.474  0.07
H: 0.705 -3.305 -1.583  0.09
C: 4.663 -2.505 1.139  -0.02
C: 3.583 -1.577 0.684  -0.30
N: 2.478 -2.004 0.182  -0.13
O: 2.287 -3.394 0.218  -0.06
C: 3.709 -0.146 0.819  -0.30
C: 4.972 0.563 1.171  -0.06
N: 2.571 0.524 0.604  -0.26
O: 2.546 1.769 0.738  -0.18
H: 4.236 -3.417 1.547  0.07
H: 5.288 -2.023 1.889  0.07
H: 5.300 -2.788 0.297  0.09
H: 1.331 -3.486 0.083  0.06
H: 5.838 0.102 0.689  0.07
H: 5.162 0.582 2.250  0.08
H: 4.893 1.597 0.841  0.07

F_max, eV/A: 1.0
HOMO-LUMO gap, eV: 4.97
Molecular weight, g/mol: 448.82
Highest occupied orbital energy, eV: -2.02
Charge: -1
Multiplicity: 1
Relative energy (zero: lowest compared OMol25 entry of this formula, charge and spin), kJ/mol: 6.20
DFT total energy, Ha: -1569.56413


No. 2
Here is a molecular structure, C16H16O6Pd from OMol25. Energies are from the ωB97M-V functional and the def2-TZVPD basis.

Last column: Löwdin charge in e.
CARTESIAN COORDINATES (ANGSTROEM)
Pd: -0.248 -2.203 0.241  1.08
O: 2.309 -0.445 -2.415  0.08
C: 1.291 -0.873 -1.908  -0.57
O: 1.328 -1.589 -0.820  -0.14
C: -0.056 -0.459 -2.520  -0.10
C: -0.812 0.534 -1.606  -0.25
C: -1.845 1.307 -2.433  -0.09
C: -2.930 0.225 -2.647  -0.10
C: -2.318 -0.966 -1.900  -0.25
O: -1.646 -0.317 -0.805  -0.11
C: -1.157 -1.540 -2.749  -0.10
C: -0.779 -2.992 -2.435  -0.57
O: -0.559 -3.769 -3.330  0.11
O: -0.812 -3.372 -1.170  -0.14
H: 0.206 0.023 -3.458  0.15
H: -0.174 1.132 -0.958  0.16
H: -2.234 2.147 -1.859  0.11
H: -1.425 1.692 -3.360  0.12
H: -3.877 0.515 -2.194  0.11
H: -3.111 -0.002 -3.696  0.12
H: -3.016 -1.704 -1.514  0.16
H: -1.432 -1.560 -3.801  0.15
C: -0.353 -0.469 4.384  0.00
C: 0.238 -0.528 3.009  -0.34
O: -0.122 -1.457 2.281  -0.04
C: 1.206 0.506 2.595  -0.15
C: 1.392 1.657 3.367  -0.03
C: 2.290 2.629 2.964  -0.07
C: 3.022 2.455 1.796  -0.06
C: 2.861 1.305 1.036  -0.04
C: 1.959 0.333 1.434  0.00
H: -1.045 -1.296 4.513  0.09
H: -0.880 0.475 4.530  0.09
H: 0.436 -0.523 5.135  0.10
H: 0.828 1.806 4.277  0.11
H: 2.420 3.522 3.561  0.11
H: 3.726 3.215 1.484  0.11
H: 3.438 1.149 0.134  0.12
H: 1.880 -0.561 0.836  0.08

F_max, eV/A: 0.6
HOMO-LUMO gap (spin up / spin down), eV: 7.80 / 7.87
Molecular weight, g/mol: 410.72
Highest occupied orbital energy (spin up / spin down), eV: -9.23 / -9.32
Charge: 0
Multiplicity: 1
Relative energy (zero: lowest compared OMol25 entry of this formula, charge and spin), kJ/mol: 9.76
DFT total energy, Ha: -1198.58992


No. 3
Here is a molecular structure, C16H17BN6NbO3S in a non-equilibrium geometry from OMol25. Energies are from the ωB97M-V functional and the def2-TZVPD basis.

Last column: Löwdin charge in e.
CARTESIAN COORDINATES (ANGSTROEM)
Nb: 1.017 -0.001 0.208  2.11
C: 0.382 -3.984 1.604  0.03
C: -0.076 -2.679 1.787  0.04
N: 0.916 -1.861 1.181  -0.14
N: 1.945 -2.653 0.676  -0.01
C: 1.626 -3.920 1.001  0.04
B: 3.027 -1.996 -0.318  -0.52
N: 3.653 -0.892 0.478  0.00
C: 4.960 -0.660 0.725  0.08
C: 5.130 0.658 1.174  0.07
C: 3.888 1.255 1.007  0.00
N: 2.968 0.357 0.533  -0.13
N: 2.325 -1.566 -1.605  0.02
C: 2.328 -2.191 -2.800  0.06
C: 1.280 -1.732 -3.645  0.07
C: 0.543 -0.782 -2.918  0.05
N: 1.177 -0.664 -1.665  -0.15
H: -0.195 -4.887 1.791  0.15
H: -0.944 -2.302 2.257  0.13
H: 2.253 -4.733 0.716  0.16
H: 3.779 -2.886 -0.595  0.15
H: 5.666 -1.472 0.550  0.17
H: 6.018 1.061 1.620  0.14
H: 3.630 2.310 1.258  0.17
H: 3.109 -2.950 -3.041  0.18
H: 1.210 -1.968 -4.681  0.13
H: -0.393 -0.355 -3.078  0.13
C: -6.255 2.102 -0.312  -0.02
C: -4.822 2.312 0.050  -0.22
C: -3.900 2.938 -0.813  0.02
C: -2.503 2.942 -0.545  -0.05
C: -2.127 2.452 0.670  -0.32
C: -3.057 2.011 1.631  -0.03
C: -4.424 2.081 1.381  0.02
S: -0.375 2.290 0.830  0.63
O: 0.250 3.331 1.590  -0.17
O: 0.198 1.988 -0.526  -0.38
O: -0.346 0.883 1.512  -0.43
H: -6.607 2.803 -1.112  0.11
H: -6.920 2.128 0.551  0.10
H: -6.434 1.142 -0.766  0.09
H: -4.253 3.266 -1.794  0.13
H: -1.779 3.306 -1.294  0.13
H: -2.697 1.736 2.652  0.14
H: -5.170 1.780 2.075  0.12

F_max, eV/A: 5.4
HOMO-LUMO gap, eV: 3.69
Molecular weight, g/mol: 477.14
Highest occupied orbital energy, eV: -16.96
Charge: +3
Multiplicity: 1
Relative energy (zero: lowest compared OMol25 entry of this formula, charge and spin), kJ/mol: 36.53
DFT total energy, Ha: -1653.13046


No. 4
Here is 9 unconnected molecules or ions with the total composition C16H17Cl24INO in a non-equilibrium geometry from OMol25. Energies are from the ωB97M-V functional and the def2-TZVPD basis.

Last column: Löwdin charge in e.
CARTESIAN COORDINATES (ANGSTROEM)
O: 0.422 -1.014 -5.305  0.15
C: -0.335 -0.608 -4.446  -0.31
C: -1.842 -0.604 -4.805  -0.18
N: -2.779 -1.311 -3.845  -0.31
I: -4.486 -0.090 -3.533  1.01
C: 0.259 -0.107 -3.155  -0.18
C: 0.786 -0.991 -2.238  -0.04
C: 1.365 -0.559 -1.067  -0.08
C: 1.443 0.792 -0.798  -0.08
C: 0.931 1.690 -1.714  -0.06
C: 0.337 1.251 -2.869  -0.03
H: -1.921 -1.137 -5.760  0.12
H: -2.204 0.413 -4.991  0.06
H: -3.161 -2.140 -4.301  0.10
H: -2.355 -1.586 -2.954  0.12
H: 0.779 -2.071 -2.403  0.12
H: 1.762 -1.256 -0.332  0.11
H: 1.906 1.174 0.109  0.07
H: 1.011 2.760 -1.529  0.12
H: -0.048 1.972 -3.593  0.12
C: -5.699 2.909 -0.806  -1.52
Cl: -6.475 1.764 0.284  0.53
Cl: -3.961 2.618 -0.883  0.48
Cl: -6.422 2.805 -2.420  0.49
H: -5.862 3.909 -0.424  0.02
C: 4.740 1.276 2.281  -1.54
Cl: 4.396 -0.054 3.388  0.52
Cl: 5.060 0.669 0.654  0.51
Cl: 3.398 2.430 2.261  0.53
H: 5.623 1.790 2.631  -0.06
C: 0.775 -4.482 1.552  -1.54
Cl: -0.580 -3.849 0.611  0.49
Cl: 2.046 -5.090 0.493  0.54
Cl: 1.391 -3.215 2.612  0.51
H: 0.419 -5.302 2.163  0.02
C: 2.425 -0.243 7.124  -1.55
Cl: 2.075 -1.244 5.713  0.47
Cl: 4.047 -0.571 7.734  0.54
Cl: 2.242 1.468 6.730  0.53
H: 1.712 -0.491 7.900  -0.02
C: 8.721 2.148 0.381  -1.53
Cl: 7.623 1.811 -0.961  0.50
Cl: 9.996 3.254 -0.126  0.54
Cl: 7.855 2.817 1.769  0.56
H: 9.181 1.216 0.685  0.02
C: -1.895 -2.392 6.645  -1.52
Cl: -2.616 -3.978 6.907  0.54
Cl: -0.749 -2.013 7.933  0.55
Cl: -1.113 -2.318 5.059  0.50
H: -2.685 -1.651 6.668  0.02
C: -2.351 0.036 2.681  -1.56
Cl: -3.679 0.711 1.735  0.49
Cl: -1.097 -0.563 1.600  0.51
Cl: -1.706 1.231 3.804  0.54
H: -2.728 -0.801 3.256  -0.02
C: -5.205 1.414 -7.725  -1.53
Cl: -3.639 0.593 -7.615  0.53
Cl: -6.523 0.254 -7.576  0.54
Cl: -5.339 2.671 -6.493  0.51
H: -5.271 1.883 -8.699  0.02

F_max, eV/A: 1.5
HOMO-LUMO gap, eV: 6.93
Molecular weight, g/mol: 1217.09
Highest occupied orbital energy, eV: -12.25
Charge: +1
Multiplicity: 1
DFT total energy, Ha: -12091.85037


No. 5
Here is a molecular structure, C16H17Cl3GeMoN11O2P in a non-equilibrium geometry from OMol25. Energies are from the ωB97M-V functional and the def2-TZVPD basis.

Last column: Löwdin charge in e.
CARTESIAN COORDINATES (ANGSTROEM)
Mo: 1.472 -0.422 -0.041  1.21
N: 3.672 -1.042 -0.646  -0.04
N: 4.377 0.165 -0.818  0.02
C: 3.842 1.346 -0.295  -0.67
O: 4.403 2.402 -0.303  0.12
O: 2.637 1.139 0.221  -0.32
H: 4.097 -1.623 0.073  0.10
H: 3.683 -1.550 -1.526  0.11
H: 5.371 0.134 -0.974  0.16
N: 0.759 -2.769 -2.528  0.18
C: 0.863 -3.229 -1.266  -0.38
N: 0.821 -4.556 -0.918  0.13
N: 0.892 -4.582 0.370  0.04
N: 1.012 -3.352 0.825  -0.31
N: 0.977 -2.459 -0.202  -0.13
C: 0.690 -1.409 -2.870  -0.45
N: 0.455 -0.971 -4.074  0.08
N: 0.453 0.378 -3.936  -0.03
N: 0.663 0.726 -2.727  -0.01
N: 0.833 -0.412 -1.983  -0.16
H: 0.599 -3.443 -3.263  0.17
C: 0.196 1.841 2.361  -0.23
P: -0.390 0.976 0.876  0.90
C: -0.865 2.234 -0.312  -0.38
C: -0.013 3.317 -0.520  -0.09
C: -0.315 4.243 -1.503  -0.06
C: -1.456 4.085 -2.279  -0.06
C: -2.304 3.009 -2.069  -0.06
C: -2.011 2.077 -1.086  -0.09
C: -1.847 0.010 1.336  -0.41
C: -2.073 -1.226 0.731  -0.15
C: -3.176 -1.993 1.092  -0.07
C: -4.054 -1.521 2.058  -0.06
C: -3.840 -0.285 2.654  -0.06
C: -2.740 0.482 2.296  -0.08
H: -0.464 2.684 2.563  0.06
H: 1.207 2.209 2.192  0.04
H: 0.199 1.154 3.207  0.03
H: 0.896 3.430 0.059  0.11
H: 0.347 5.081 -1.673  0.11
H: -1.685 4.807 -3.051  0.11
H: -3.193 2.890 -2.674  0.11
H: -2.670 1.232 -0.928  0.10
H: -1.395 -1.594 -0.030  0.07
H: -3.350 -2.951 0.618  0.11
H: -4.911 -2.116 2.344  0.12
H: -4.527 0.079 3.406  0.12
H: -2.581 1.442 2.772  0.11
Cl: -0.569 -1.992 3.975  0.32
Ge: 0.820 -2.789 2.586  -0.03
Cl: 1.967 -4.250 3.565  0.29
Cl: 2.225 -1.036 2.316  0.30

F_max, eV/A: 2.3
HOMO-LUMO gap (spin up / spin down), eV: 6.11 / 6.59
Molecular weight, g/mol: 701.27
Highest occupied orbital energy (spin up / spin down), eV: -11.31 / -11.79
Charge: +1
Multiplicity: 4
Relative energy (zero: lowest compared OMol25 entry of this formula, charge and spin), kJ/mol: 0.00
DFT total energy, Ha: -5239.63950


No. 6
Here is a single C16H17ClN4O molecule in a non-equilibrium geometry from OMol25. Energies are from the ωB97M-V functional and the def2-TZVPD basis.

Last column: Löwdin charge in e.
CARTESIAN COORDINATES (ANGSTROEM)
C: -0.866 -4.101 -0.553  0.01
C: -1.129 -2.925 0.418  -0.38
O: -1.541 -3.091 1.573  0.08
C: -1.281 -1.538 0.046  -0.08
C: -2.484 -0.845 -0.229  -0.22
C: -3.808 -1.497 -0.087  -0.01
N: -2.404 0.437 -0.660  0.18
C: -1.150 0.968 -0.843  -0.28
C: -1.006 2.468 -1.054  -0.16
C: 0.214 2.920 -1.661  -0.01
C: 0.392 4.319 -1.856  -0.10
C: -0.693 5.193 -1.635  -0.68
Cl: -0.570 6.820 -2.168  0.67
C: -1.920 4.694 -1.079  -0.07
C: -2.005 3.343 -0.745  -0.05
N: -0.127 0.381 -0.436  0.18
C: -0.172 -0.800 0.048  -0.40
N: 0.979 -1.379 0.281  0.15
C: 1.876 -0.620 0.879  -0.04
N: 3.116 -1.086 1.428  -0.22
C: 3.480 -2.467 1.486  -0.10
C: 4.016 -0.242 2.187  -0.07
H: -0.274 -4.876 -0.036  0.09
H: -1.839 -4.554 -0.819  0.09
H: -0.278 -3.626 -1.364  0.09
H: -4.282 -1.368 -1.027  0.07
H: -3.783 -2.523 0.224  0.07
H: -4.463 -0.906 0.588  0.11
H: 0.995 2.143 -1.955  0.13
H: 1.277 4.654 -2.347  0.09
H: -2.613 5.458 -0.829  0.09
H: -2.823 2.851 -0.178  0.12
H: 1.698 0.412 1.096  0.13
H: 3.014 -3.026 0.621  0.10
H: 3.154 -3.003 2.385  0.09
H: 4.589 -2.589 1.366  0.09
H: 5.001 -0.704 2.137  0.08
H: 4.050 0.692 1.597  0.09
H: 3.661 0.014 3.200  0.09

F_max, eV/A: 6.7
HOMO-LUMO gap, eV: 8.70
Molecular weight, g/mol: 316.79
Highest occupied orbital energy, eV: -8.31
Charge: 0
Multiplicity: 1
Relative energy (zero: lowest compared OMol25 entry of this formula, charge and spin), kJ/mol: 214.83
DFT total energy, Ha: -1374.28536
SMILES: CC(=O)c1c(C)nc(-c2ccc(Cl)cc2)nc1/N=C/N(C)C


No. 7
Here is a molecular structure, C16H17F2NO2S2SiTa in a non-equilibrium geometry from OMol25. Energies are from the ωB97M-V functional and the def2-TZVPD basis.

Last column: Löwdin charge in e.
CARTESIAN COORDINATES (ANGSTROEM)
Ta: 1.417 -0.873 -0.806  1.40
O: 2.879 -4.363 0.847  0.20
C: 2.976 -3.192 0.740  -0.44
O: 2.268 -2.485 -0.269  -0.27
C: 3.742 -2.257 1.591  -0.17
C: 4.899 -2.814 2.095  -0.02
C: 5.812 -2.138 2.882  -0.02
C: 5.381 -0.891 3.386  -0.06
C: 4.282 -0.296 2.868  -0.13
C: 3.494 -0.913 1.885  -0.48
S: 2.134 0.128 1.182  0.69
H: 4.988 -3.876 1.824  0.14
H: 6.761 -2.584 3.247  0.13
H: 5.987 -0.346 4.180  0.14
H: 3.905 0.754 3.113  0.13
C: -4.348 -0.746 0.490  -0.17
Si: -4.057 0.676 -0.681  0.58
C: -5.075 2.117 0.254  -0.15
C: -4.647 0.384 -2.420  -0.16
C: -2.262 1.220 -0.749  -0.22
C: -2.076 2.547 -0.994  -0.06
C: -0.784 3.114 -1.175  0.01
C: 0.304 2.237 -1.101  -0.11
N: 0.154 0.952 -0.822  -0.22
C: -1.078 0.441 -0.706  -0.64
S: -0.933 -1.335 -0.529  0.65
H: -5.370 -1.157 0.399  0.06
H: -4.099 -0.549 1.452  0.00
H: -3.804 -1.612 0.156  0.00
H: -6.136 1.876 0.016  0.04
H: -4.915 3.189 0.016  0.03
H: -4.919 1.913 1.300  0.01
H: -5.476 -0.267 -2.449  0.02
H: -3.951 -0.109 -3.123  0.05
H: -4.819 1.363 -2.833  0.03
H: -2.888 3.298 -1.110  0.12
H: -0.637 4.197 -1.367  0.13
H: 1.325 2.567 -1.182  0.12
F: 2.901 1.087 -2.804  0.08
C: 2.524 -0.109 -2.532  -0.36
F: 1.117 -0.379 -3.055  -0.18
H: 3.022 -0.770 -3.216  0.11

F_max, eV/A: 3.9
HOMO-LUMO gap, eV: 7.16
Molecular weight, g/mol: 566.48
Highest occupied orbital energy, eV: -12.14
Charge: +1
Multiplicity: 1
Relative energy (zero: lowest compared OMol25 entry of this formula, charge and spin), kJ/mol: 49.02
DFT total energy, Ha: -2167.59167


No. 8
Here is a molecular structure, C16H17F3LaN2O4S2 in a non-equilibrium geometry from OMol25. Energies are from the ωB97M-V functional and the def2-TZVPD basis.

Last column: Löwdin charge in e.
CARTESIAN COORDINATES (ANGSTROEM)
La: 1.932 1.066 0.939  2.19
S: -1.334 3.024 3.940  1.06
C: -0.201 4.268 3.689  -0.40
C: 0.886 3.854 2.970  -0.24
C: 0.833 2.492 2.578  -0.37
C: -0.341 1.904 3.048  -0.55
C: -0.743 0.522 2.865  -0.30
C: -1.898 -0.004 3.459  -0.01
C: -2.227 -1.328 3.264  -0.03
C: -1.391 -2.125 2.489  -0.04
C: -0.265 -1.550 1.935  -0.13
N: 0.056 -0.260 2.095  -0.04
H: -0.399 5.245 4.082  0.07
H: 1.711 4.510 2.732  0.09
H: -2.515 0.639 4.064  0.09
H: -3.112 -1.741 3.717  0.12
H: -1.613 -3.167 2.327  0.11
H: 0.432 -2.150 1.357  0.10
O: 0.547 1.465 -0.836  -0.20
C: 0.008 0.692 -1.668  -0.43
C: -0.799 1.258 -2.799  -0.07
C: -2.283 0.860 -2.729  -0.17
C: -2.570 -0.544 -3.258  -0.20
C: -1.966 -1.650 -2.398  -0.17
C: -0.437 -1.640 -2.397  -0.14
N: 0.117 -0.619 -1.524  0.11
H: -0.371 0.922 -3.746  0.14
H: -0.707 2.345 -2.746  0.13
H: -2.845 1.575 -3.331  0.12
H: -2.634 0.951 -1.697  0.12
H: -2.201 -0.633 -4.282  0.12
H: -3.650 -0.683 -3.289  0.12
H: -2.298 -2.615 -2.783  0.12
H: -2.329 -1.562 -1.371  0.12
H: -0.070 -1.495 -3.419  0.14
H: -0.064 -2.596 -2.030  0.13
H: 0.747 -0.950 -0.790  0.09
F: 5.976 -1.351 -1.356  0.19
C: 4.913 -1.905 -0.811  -0.67
F: 4.355 -2.736 -1.679  0.17
F: 5.258 -2.577 0.274  0.18
S: 3.628 -0.645 -0.331  0.47
O: 2.562 -1.393 0.353  -0.41
O: 3.092 0.005 -1.506  -0.30
O: 4.209 0.321 0.601  -0.43

F_max, eV/A: 2.1
HOMO-LUMO gap, eV: 7.92
Molecular weight, g/mol: 561.36
Highest occupied orbital energy, eV: -11.05
Charge: +1
Multiplicity: 1
Relative energy (zero: lowest compared OMol25 entry of this formula, charge and spin), kJ/mol: 67.42
DFT total energy, Ha: -2157.82960